{"formula": "C37H33N9O3Tm", "method": "ωB97M-V with the def2-TZVPD basis set", "multiplicity": 3, "fmax_ev_per_a": 0.9, "homo_energy_ha": [-0.34367, -0.34382], "e_tot_ev": -87985.0199, "s2": 2.002, "charge": 1, "gap_ev": [6.06, 6.07], "elements": ["C", "H", "H", "H", "C", "H", "C", "C", "H", "Tm", "H", "C", "H", "H", "C", "C", "N", "H", "C", "C", "C", "C", "H", "C", "H", "H", "O", "H", "C", "N", "C", "C", "H", "C", "C", "C", "C", "H", "C", "O", "H", "H", "N", "N", "H", "C", "C", "C", "H", "H", "O", "H", "C", "H", "H", "C", "H", "C", "H", "C", "C", "N", "H", "C", "H", "N", "C", "H", "H", "C", "H", "C", "N", "C", "C", "N", "C", "C", "H", "C", "N", "H", "H"], "coordinates": [[3.36218, 3.40181, 4.78630], [0.30569, -5.63548, 2.09125], [4.51652, 1.41318, 4.44338], [5.55984, 1.88817, -0.10496], [-0.22818, 1.36335, 6.50194], [-0.11799, -4.87801, -0.11316], [1.36632, -3.42309, -0.25846], [1.39023, 3.93671, 2.98568], [-2.19263, 2.08728, 6.97513], [0.05678, -0.59924, 0.05322], [-3.21160, 1.30428, 4.83485], [0.90572, -4.75851, 0.23011], [-2.05464, -1.99779, -1.66810], [4.37100, -4.32154, 2.46814], [-4.55181, -0.91954, 0.95061], [-0.88547, -0.34183, -3.30377], [0.56249, 2.28053, 1.12530], [2.86066, -2.13636, -0.42467], [2.60236, 4.53748, 4.94880], [-2.16224, 1.14182, 5.05186], [-1.58397, 1.57341, 6.24067], [0.59014, 0.71995, 5.57869], [4.11099, 2.51150, -2.09939], [2.13174, 2.75300, 2.79027], [3.74758, -4.86217, 0.00104], [-1.63316, -0.30755, -5.30412], [0.52143, -2.57838, -0.69942], [-2.27069, 2.11017, -5.14286], [1.69468, 1.90796, 1.60712], [-2.30470, -1.05998, 0.15960], [-5.02217, -1.53099, -0.18328], [2.51528, 0.69100, 0.91320], [4.61184, -3.37216, 0.31185], [-2.78896, -1.67826, -0.94138], [-1.50927, 2.29392, -3.15026], [3.98103, 0.92357, 0.90698], [-1.79447, 1.60685, -4.31082], [0.19354, 1.71526, 7.43569], [3.14302, 2.51045, 3.73292], [2.09059, -0.56973, 1.56659], [-6.08352, -1.70299, -0.31246], [0.61409, 4.15866, 2.27023], [-0.62964, 0.30170, -2.15926], [2.03301, 0.47183, -0.42234], [0.59605, -3.91480, 2.20340], [-0.89703, 1.62413, -2.09581], [-0.44132, 2.34422, -0.91173], [3.67519, -3.89148, 0.49401], [-0.62894, -1.39534, -3.32494], [-0.28034, 3.41730, -0.95848], [3.92756, 1.40326, 3.68145], [2.79831, 5.20734, 5.77753], [1.59637, 4.80923, 4.03044], [2.32188, -5.25536, 3.39434], [2.72350, -6.09032, 1.90893], [3.42534, -4.06005, 1.99045], [1.64650, 0.56620, 5.76510], [-1.34341, 0.49931, 4.14496], [-4.42793, -2.44206, -2.06497], [2.38276, -5.12989, 2.31226], [0.98216, -4.84397, 1.77059], [-2.82538, -0.10041, 2.32591], [-1.74088, 3.34638, -3.04513], [4.50929, 1.62220, -0.11664], [1.51342, -5.54750, -0.22038], [2.63528, -3.09584, -0.17547], [-4.11293, -1.94016, -1.16059], [-5.20800, -0.59301, 1.74579], [4.55834, 0.57625, 1.74526], [-3.17592, -0.69755, 1.12457], [0.98528, 5.69729, 4.12257], [-1.45319, 0.26203, -4.40354], [1.82719, -0.35082, 2.97670], [0.55920, -0.28001, 3.16125], [3.71873, 1.93234, -1.27459], [-0.03474, 1.64611, 0.07754], [2.56102, 1.22505, -1.40930], [-0.00058, 0.29023, 4.40613], [4.15810, 3.17593, 5.49033], [-1.63131, -0.06153, 2.79946], [-0.45319, -0.52255, 2.24798], [2.05216, 1.17301, -2.36899], [3.11889, -3.09254, 2.40101]], "atomic_forces_ev_per_a": [[-0.0056, 0.0353, 0.0566], [0.0025, -0.0289, 0.0042], [0.0321, -0.0202, -0.0123], [-0.0231, -0.0421, 0.0138], [-0.0174, -0.0126, -0.0499], [-0.0462, -0.0257, 0.0013], [-0.1377, 0.2092, -0.0998], [-0.0032, -0.0205, -0.0461], [0.0400, -0.0320, -0.0275], [0.4421, -0.7924, 0.2255], [0.0781, -0.0111, 0.0129], [0.0239, -0.0270, 0.0944], [0.0646, 0.0010, -0.0026], [-0.0032, -0.0353, -0.0244], [-0.1318, 0.0287, 0.0547], [0.0244, -0.1422, 0.3245], [0.0930, 0.2622, 0.1720], [0.0060, 0.0008, 0.0246], [0.0065, 0.0068, 0.0105], [-0.0980, 0.0360, 0.0907], [0.0229, 0.0010, -0.0076], [0.0187, 0.0160, 0.0828], [-0.0011, -0.0447, 0.0772], [-0.1618, 0.0727, -0.2913], [0.0160, -0.0381, -0.0268], [0.0110, 0.0165, 0.0099], [0.3528, -0.7864, -0.0655], [0.0247, -0.0103, 0.0287], [-0.0077, -0.2769, 0.1213], [-0.2134, 0.0734, -0.0128], [-0.0622, -0.0115, 0.0270], [-0.0427, 0.5310, -0.3049], [0.0211, 0.0537, 0.0110], [0.0926, -0.0317, 0.1964], [0.1444, 0.1562, 0.1934], [0.2469, -0.0959, 0.0437], [-0.0690, -0.1714, -0.2268], [-0.0254, -0.0122, -0.0392], [0.1038, -0.2201, -0.0165], [-0.5433, 0.2020, -0.0150], [0.0292, 0.0102, 0.0116], [0.0129, 0.0261, 0.0122], [0.0328, 0.2983, -0.0106], [0.0299, -0.5687, 0.2356], [-0.0211, 0.0080, -0.0097], [-0.3167, -0.2364, -0.4117], [0.3552, 0.1167, 0.1874], [-0.0818, 0.0493, -0.0430], [0.0390, 0.0250, 0.0042], [-0.0772, 0.0385, 0.0681], [-0.1002, 0.0375, -0.0535], [-0.0093, -0.0354, -0.0415], [0.0031, -0.0042, -0.0012], [-0.0120, 0.0126, -0.0007], [0.0039, 0.0088, 0.0231], [-0.1206, 0.0614, -0.0421], [-0.0710, 0.0114, -0.0162], [-0.1177, -0.1038, -0.0879], [0.0004, 0.0103, 0.0405], [-0.0040, -0.0029, -0.0680], [0.0449, 0.0526, -0.0686], [-0.1906, -0.0571, -0.3601], [0.0277, -0.0311, -0.0434], [-0.1205, -0.0716, 0.1739], [-0.0032, -0.0158, 0.0195], [0.1769, 0.0020, 0.0499], [-0.0948, 0.0071, -0.0073], [0.0164, -0.0262, -0.0536], [0.0378, 0.0532, 0.0071], [0.1429, 0.0614, 0.1723], [0.0238, -0.0257, -0.0109], [-0.1071, 0.2524, -0.0977], [-0.0759, 0.1027, -0.2637], [0.0070, 0.0421, 0.2327], [-0.2728, -0.0882, -0.2166], [-0.2221, 0.8838, 0.0285], [0.4498, 0.2847, -0.0944], [0.0580, -0.1147, -0.1108], [-0.0315, 0.0070, -0.0248], [0.2664, -0.1504, 0.1533], [0.0086, 0.2249, 0.0470], [-0.0330, 0.0375, 0.0480], [0.0415, -0.0066, 0.0149]]}